75
Properties=species:S:1:pos:R:3:forces:R:3 method="wB97M-V/def2-TZVPD" homo_ha="-0.497 / -0.497" fmax_ev_per_a=0.76 e_tot_ha=-2786.4993 e_lumo_ev="-7.0 / -6.9" charge=+2
Ru 0.2482 0.0329 0.3274 0.3 -0.6 -0.2
F -0.7800 6.1236 2.2364 0.0 0.0 0.0
C 0.1803 5.2743 2.6279 0.0 0.0 -0.1
C 0.4178 4.1693 1.8688 0.0 0.0 0.1
C 1.3753 3.2355 2.2902 -0.1 0.0 -0.1
C 1.5538 2.0128 1.5595 0.0 0.1 -0.1
O 0.8575 1.8592 0.4590 0.3 0.0 0.3
C 2.4437 1.0642 2.0742 0.0 -0.1 0.0
C 3.1378 1.3720 3.2315 -0.1 0.0 -0.1
N 2.9942 2.5059 3.9059 0.0 0.0 0.0
C 3.7388 2.6933 5.1463 -0.1 0.0 0.0
C 5.1764 2.2875 5.1926 0.0 0.0 0.0
C 4.8096 3.7418 5.1969 0.0 0.0 0.0
C 2.0774 3.4604 3.4818 0.0 0.0 0.0
C 1.8311 4.6178 4.2291 0.0 0.0 0.0
C 0.8748 5.5331 3.8285 0.0 0.1 0.1
N 0.6304 6.6644 4.6394 0.0 0.0 0.0
C -0.0184 7.8555 4.0904 0.0 0.0 0.0
C 0.0936 8.9893 5.1250 0.0 0.0 0.0
N 1.2362 8.6908 6.0496 0.0 0.0 0.0
C 0.9376 7.4847 6.9041 0.0 0.0 0.0
C 0.2300 6.4444 6.0264 0.0 0.0 0.0
C 2.7562 -0.2941 1.4884 -0.1 -0.1 -0.1
O 3.6307 -0.9781 1.9325 0.0 0.1 0.0
O 2.0191 -0.6501 0.4232 0.0 0.3 0.0
H -0.1673 3.9850 0.9788 0.0 0.0 0.0
H 3.8376 0.6501 3.6302 0.0 0.0 0.0
H 3.1248 2.5212 6.0212 0.0 0.0 0.0
H 5.6292 1.8991 4.2909 0.0 0.0 0.0
H 5.5249 1.8337 6.1082 0.0 0.0 0.0
H 5.0011 4.2938 4.2864 0.0 0.0 0.0
H 4.9190 4.3018 6.1148 0.0 0.0 0.0
H 2.3961 4.8063 5.1302 0.0 0.0 0.0
H -1.0779 7.7074 3.8732 0.0 0.0 0.0
H 0.4803 8.1357 3.1642 0.0 0.0 0.0
H -0.7936 9.0665 5.7504 0.0 0.0 0.0
H 0.2699 9.9523 4.6526 0.0 0.0 0.0
H 1.4495 9.4970 6.6372 0.0 0.0 0.0
H 2.0618 8.4873 5.4839 0.0 0.0 0.0
H 0.3149 7.8162 7.7326 0.0 0.0 0.0
H 1.8894 7.1288 7.2928 0.0 0.0 0.0
H -0.8576 6.5292 6.1310 0.0 0.0 0.0
H 0.5052 5.4450 6.3503 0.0 0.0 0.0
C -1.2536 0.8611 -2.5110 0.0 0.0 0.0
P 0.2047 -0.0307 -1.9573 -0.1 -0.1 0.1
C 0.0256 -1.7503 -2.4449 0.1 0.1 0.0
C 0.9678 -2.3868 -3.2543 0.0 0.0 0.0
C 0.7779 -3.7106 -3.6144 0.0 0.0 0.0
C -0.3440 -4.4003 -3.1742 0.0 0.0 0.0
C -1.2846 -3.7670 -2.3750 0.0 0.1 0.0
C -1.1038 -2.4443 -2.0059 -0.1 -0.1 0.0
C 1.6566 0.6817 -2.7271 0.1 0.0 0.1
C 1.5273 1.7197 -3.6483 0.0 0.0 0.0
C 2.6556 2.2411 -4.2641 0.0 0.0 0.0
C 3.9097 1.7340 -3.9617 0.0 0.0 0.0
C 4.0435 0.7033 -3.0395 0.0 0.0 0.0
C 2.9238 0.1769 -2.4180 0.0 0.0 -0.1
H -1.3420 0.7729 -3.5940 0.0 0.0 0.0
H -1.1957 1.9069 -2.2126 0.0 0.0 0.0
H -2.1247 0.4126 -2.0360 0.0 0.0 0.0
H 1.8352 -1.8537 -3.6181 0.0 0.0 0.0
H 1.5050 -4.2023 -4.2462 0.0 0.0 0.0
H -0.4870 -5.4339 -3.4594 0.0 0.0 0.0
H -2.1616 -4.3006 -2.0352 0.0 0.0 0.0
H -1.8398 -1.9681 -1.3697 0.0 0.0 0.0
H 0.5557 2.1205 -3.9032 0.0 0.0 0.0
H 2.5506 3.0390 -4.9866 0.0 0.0 0.0
H 4.7869 2.1391 -4.4484 0.0 0.0 0.0
H 5.0215 0.3025 -2.8091 0.0 0.0 0.0
H 3.0327 -0.6294 -1.7061 0.0 0.0 0.0
O -3.0257 -0.0447 2.2748 -0.1 0.0 0.0
S -1.7406 0.1073 1.7247 0.4 0.2 -0.3
O -0.5880 0.4372 2.5889 -0.3 -0.1 0.1
O -1.5968 1.0276 0.5066 -0.4 0.1 0.2
O -1.1860 -1.1531 0.9387 0.0 0.1 0.1